240
Properties=species:S:1:pos:R:3:forces:R:3:lowdin_charge:R:1 method="wB97M-V/def2-TZVPD" lumo_ev=3.07 orbital_gap_ev=6.28 charge=-2 homo_ev=-3.217
P -22.701 -25.003 5.558 0.9 -0.3 1.8 0.13
F -23.489 -25.653 6.766 -0.2 -0.4 2.2 -0.16
F -21.420 -25.958 5.916 0.1 0.4 -0.3 -0.17
F -23.335 -26.196 4.703 0.2 -0.6 -2.0 -0.17
F -21.855 -24.425 4.280 -0.9 0.2 0.4 -0.17
F -24.025 -24.149 5.304 0.1 1.4 -1.2 -0.16
F -22.095 -23.826 6.559 -0.3 -0.6 -1.1 -0.18
P -18.170 -23.475 1.543 0.0 -0.1 0.7 0.35
F -18.565 -25.060 1.560 -0.7 1.2 -0.5 -0.16
F -19.406 -23.055 0.542 1.4 -0.7 0.7 -0.16
F -19.156 -23.206 2.851 -0.1 0.3 -1.6 -0.16
F -17.625 -21.902 1.665 -0.9 -0.9 -1.1 -0.17
F -17.028 -23.808 2.621 0.8 -0.8 -1.1 -0.14
F -17.199 -23.818 0.225 -0.8 1.0 1.3 -0.17
C -20.265 -23.680 -4.488 -0.1 -1.4 2.2 -0.07
C -21.269 -23.270 -5.481 0.1 0.3 -1.9 -0.45
C -22.722 -23.133 -5.056 0.1 -0.1 1.1 -0.17
O -23.248 -24.385 -4.578 1.2 0.7 -1.2 -0.18
C -24.457 -24.279 -3.911 -0.8 0.2 0.6 -0.14
N -20.747 -22.003 -6.022 -0.8 0.3 -0.3 0.04
H -19.340 -24.105 -4.876 0.0 0.4 -0.4 0.07
H -20.679 -24.489 -3.885 -0.1 -0.2 0.1 0.06
H -20.042 -22.892 -3.769 0.1 0.2 -0.2 0.09
H -21.280 -23.967 -6.319 -0.1 -0.7 0.1 0.13
H -23.344 -22.758 -5.869 0.0 -0.1 -0.4 0.12
H -22.753 -22.370 -4.278 -0.1 0.1 0.4 0.11
H -25.063 -23.402 -4.139 0.3 0.5 -0.4 0.08
H -24.272 -24.232 -2.838 -0.2 -0.3 0.2 0.09
H -25.109 -25.106 -4.191 0.2 -0.3 0.3 0.09
H -19.889 -22.243 -6.497 0.3 0.1 0.0 0.07
H -21.367 -21.725 -6.769 -0.2 0.4 -0.3 0.06
C -10.467 -20.514 0.436 -0.6 0.2 -0.5 -0.05
C -11.424 -21.711 0.446 2.0 -0.6 0.4 -0.38
C -11.656 -22.250 -0.958 0.3 0.5 0.3 -0.18
O -10.394 -22.745 -1.462 -0.9 -0.1 -0.2 -0.20
C -10.515 -23.585 -2.612 -0.3 0.6 0.7 -0.08
N -10.794 -22.846 1.210 -0.9 0.5 -0.3 0.06
H -10.375 -20.104 1.441 0.4 -0.2 -0.1 0.06
H -10.863 -19.710 -0.186 -0.2 0.2 -0.1 0.07
H -9.535 -20.805 -0.048 0.3 0.0 0.4 0.08
H -12.329 -21.413 0.977 -0.3 -0.3 -0.4 0.10
H -11.992 -21.430 -1.592 -0.2 0.0 -0.3 0.11
H -12.437 -23.004 -0.861 0.1 -0.4 -0.5 0.10
H -10.796 -23.044 -3.515 0.2 0.4 -0.2 0.07
H -11.342 -24.281 -2.473 0.2 -0.5 0.2 0.07
H -9.535 -24.046 -2.738 -0.3 -0.2 -0.1 0.09
H -10.391 -22.434 2.040 -0.1 -0.1 0.1 0.02
H -10.038 -23.223 0.656 0.0 -0.1 -0.2 0.07
C -16.009 -20.091 -0.907 0.4 0.7 0.0 -0.04
C -15.008 -20.370 0.218 -0.4 1.9 0.5 -0.42
C -15.327 -19.581 1.496 -0.6 -0.1 0.6 -0.17
O -15.129 -18.189 1.238 0.1 1.0 1.0 -0.20
C -15.515 -17.221 2.286 -0.1 -1.1 -1.4 -0.06
N -14.869 -21.783 0.365 -0.2 -1.3 -0.2 0.08
H -15.514 -20.370 -1.837 -0.2 0.0 -0.1 0.04
H -16.292 -19.041 -0.981 0.1 0.0 0.0 0.06
H -16.930 -20.667 -0.811 0.0 -0.1 0.2 0.08
H -14.004 -20.039 -0.047 0.1 0.5 -0.4 0.13
H -14.739 -19.927 2.346 0.6 0.0 0.0 0.11
H -16.343 -19.761 1.849 -0.5 0.0 -0.3 0.11
H -16.601 -17.176 2.363 -0.2 -0.2 0.1 0.06
H -15.194 -16.241 1.935 0.2 -0.2 -0.1 0.08
H -15.101 -17.399 3.278 0.2 -0.4 -0.1 0.07
H -14.979 -22.006 -0.614 0.8 -0.9 -0.4 0.03
H -15.746 -22.198 0.644 -0.3 0.1 0.9 0.04
C -12.051 -19.103 4.072 1.1 0.0 -0.3 -0.06
C -12.243 -20.611 4.212 -0.3 0.1 1.1 -0.41
C -10.986 -21.419 4.588 0.6 -0.3 -0.2 -0.14
O -10.065 -21.450 3.496 1.2 0.8 -0.6 -0.26
C -8.817 -22.095 3.691 0.3 -0.2 0.3 -0.11
N -13.251 -20.801 5.290 0.9 0.4 -0.7 0.06
H -11.728 -18.624 4.996 -0.4 -0.3 0.4 0.08
H -12.946 -18.603 3.701 -0.1 -0.1 0.0 0.06
H -11.231 -18.860 3.396 -0.1 -0.1 -0.5 0.06
H -12.664 -21.021 3.294 0.3 -0.1 -0.4 0.11
H -11.195 -22.468 4.799 -0.7 0.0 0.3 0.13
H -10.426 -21.017 5.432 -0.4 0.3 0.4 0.12
H -8.259 -21.836 4.590 -0.6 0.2 0.6 0.08
H -8.065 -21.853 2.940 -0.6 0.4 -0.7 0.08
H -8.888 -23.182 3.657 -0.4 -0.2 0.2 0.09
H -13.487 -21.782 5.249 -0.3 -0.5 0.5 0.02
H -14.058 -20.309 4.931 -0.5 0.1 0.3 0.06
C -12.211 -19.580 -4.720 0.7 -0.3 1.0 -0.07
C -13.404 -20.316 -5.279 0.1 0.0 -0.6 -0.45
C -14.573 -20.539 -4.289 -0.4 -0.6 -1.8 -0.15
O -15.659 -21.222 -5.003 0.5 1.0 0.1 -0.22
C -16.961 -21.212 -4.398 0.5 -1.1 -0.5 -0.09
N -13.829 -19.572 -6.462 -1.0 0.0 0.3 0.03
H -12.450 -18.695 -4.131 -0.2 0.0 0.0 0.08
H -11.489 -19.271 -5.477 -0.3 0.0 -0.4 0.07
H -11.620 -20.258 -4.105 -0.1 0.0 0.4 0.06
H -13.051 -21.309 -5.559 0.0 -0.4 -0.1 0.12
H -14.905 -19.556 -3.955 -0.1 -0.2 0.6 0.13
H -14.234 -21.289 -3.574 0.1 0.6 0.7 0.11
H -17.455 -22.066 -4.863 -0.1 -0.1 -0.1 0.07
H -17.587 -20.353 -4.640 0.4 0.4 0.3 0.08
H -16.926 -21.469 -3.339 0.0 0.5 0.2 0.07
H -13.143 -19.620 -7.202 0.1 -0.1 0.1 0.06
H -14.670 -20.026 -6.788 -0.2 0.1 -0.3 0.06
C -21.643 -28.469 1.659 -0.2 -0.1 -1.3 -0.05
C -20.920 -27.125 1.859 -0.9 -1.1 -0.6 -0.43
C -21.779 -25.877 1.505 1.2 -1.0 0.5 -0.18
O -22.193 -25.903 0.152 -0.2 0.3 -0.7 -0.18
C -21.102 -25.865 -0.763 0.2 0.6 0.4 -0.10
N -20.505 -27.227 3.222 0.3 0.7 0.6 0.06
H -22.159 -28.514 0.701 -0.3 0.2 -0.1 0.07
H -22.365 -28.706 2.440 -0.1 0.4 0.1 0.08
H -20.963 -29.321 1.623 0.4 0.1 0.2 0.06
H -20.029 -27.084 1.231 0.0 -0.1 -0.1 0.10
H -21.085 -25.069 1.739 -0.1 0.6 -0.3 0.09
H -22.633 -25.759 2.172 -0.2 -0.2 -0.3 0.12
H -20.424 -25.060 -0.476 0.4 -0.2 0.3 0.07
H -21.369 -25.569 -1.778 -0.9 -0.3 0.0 0.07
H -20.576 -26.818 -0.814 0.1 0.0 0.0 0.08
H -19.951 -26.434 3.512 0.2 0.3 0.3 0.08
H -21.370 -27.175 3.741 0.1 -0.1 0.8 0.07
C -16.853 -30.939 -3.146 -1.5 0.2 0.1 -0.05
C -16.302 -30.080 -4.311 -0.1 -2.4 -0.5 -0.43
C -16.737 -28.668 -4.383 -0.7 1.2 1.1 -0.24
O -18.146 -28.621 -4.211 -0.4 0.1 -0.5 -0.19
C -18.666 -27.296 -4.055 1.2 -0.6 0.9 -0.08
N -14.833 -30.209 -4.287 -0.6 1.4 -0.3 0.04
H -16.465 -31.950 -3.024 0.6 0.1 -0.6 0.07
H -17.926 -31.117 -3.224 -0.2 0.3 -0.3 0.07
H -16.771 -30.510 -2.147 0.4 0.6 -0.1 0.07
H -16.715 -30.400 -5.268 0.3 -1.1 0.0 0.14
H -16.513 -28.227 -5.354 0.6 0.1 0.0 0.13
H -16.246 -28.137 -3.567 0.1 0.6 0.1 0.11
H -19.743 -27.306 -4.218 0.2 0.1 0.0 0.09
H -18.128 -26.543 -4.631 -0.2 -0.1 -0.8 0.07
H -18.387 -27.018 -3.038 -0.6 0.3 0.4 0.08
H -14.539 -31.140 -4.544 -0.1 -0.1 0.3 0.07
H -14.705 -30.042 -3.299 1.2 -0.3 0.2 0.07
C -13.903 -24.813 -6.346 0.4 -0.2 1.8 -0.03
C -13.612 -25.883 -5.224 0.2 1.1 -0.1 -0.42
C -14.466 -25.750 -3.958 0.6 -0.5 -0.1 -0.19
O -14.340 -24.481 -3.304 0.2 -1.1 -1.8 -0.18
C -15.461 -24.186 -2.535 0.1 0.0 0.8 -0.10
N -13.714 -27.206 -5.796 -0.4 -0.2 -0.8 0.03
H -13.775 -23.841 -5.869 -0.4 0.2 0.0 0.05
H -14.924 -24.930 -6.707 0.1 0.0 -0.1 0.08
H -13.166 -24.786 -7.149 -0.1 -0.6 -0.1 0.06
H -12.583 -25.789 -4.875 0.3 0.8 0.1 0.12
H -14.120 -26.529 -3.278 0.4 -0.1 0.4 0.11
H -15.465 -26.137 -4.160 -0.7 1.0 -0.2 0.10
H -15.655 -25.000 -1.837 -0.1 -0.1 0.3 0.08
H -16.366 -24.035 -3.124 -0.1 0.3 -0.2 0.09
H -15.154 -23.305 -1.971 -0.6 0.0 0.0 0.07
H -13.622 -27.985 -5.160 0.0 0.0 0.4 0.05
H -12.924 -27.229 -6.425 -0.1 -0.6 -0.3 0.07
C -22.821 -21.914 0.243 -1.3 -0.8 0.1 -0.06
C -22.160 -20.618 0.587 -0.7 -0.8 0.9 -0.43
C -22.155 -20.340 2.144 -0.3 0.1 -2.6 -0.12
O -21.647 -19.037 2.299 1.3 0.5 1.0 -0.24
C -22.454 -17.931 2.010 0.1 -0.2 -0.1 -0.09
N -20.822 -20.759 0.050 0.4 0.7 0.4 0.06
H -22.766 -22.123 -0.826 0.8 -0.3 0.1 0.07
H -23.905 -21.934 0.356 -0.1 0.2 0.7 0.09
H -22.383 -22.695 0.866 -0.1 -0.4 -0.3 0.09
H -22.737 -19.877 0.033 0.2 0.7 0.3 0.12
H -21.427 -21.008 2.603 -0.3 -0.1 0.2 0.14
H -23.168 -20.454 2.531 0.0 0.0 0.4 0.13
H -22.859 -18.015 1.001 -0.3 0.2 0.0 0.08
H -21.802 -17.058 2.049 0.0 0.1 -0.1 0.09
H -23.225 -17.813 2.771 -0.3 0.0 -0.1 0.09
H -20.202 -20.272 0.681 0.5 0.7 -0.2 0.07
H -20.537 -21.709 0.240 0.0 -0.2 -0.4 0.04
C -17.086 -27.874 -0.106 1.1 0.5 -0.8 -0.06
C -16.149 -27.611 1.091 -0.5 0.3 -0.6 -0.34
C -14.993 -26.538 0.792 -0.2 -1.2 0.3 -0.11
O -14.001 -27.054 -0.148 -2.1 -1.0 0.4 -0.17
C -13.036 -26.158 -0.487 1.2 2.0 -0.4 -0.18
N -16.978 -27.268 2.250 0.9 0.1 0.2 0.06
H -16.520 -28.495 -0.800 -0.1 0.3 -0.6 0.05
H -17.330 -26.897 -0.524 0.0 0.0 -0.5 0.06
H -18.045 -28.377 0.023 0.2 -0.1 0.9 0.07
H -15.650 -28.564 1.270 0.2 0.1 0.5 0.13
H -14.466 -26.320 1.721 -0.1 -0.2 0.1 0.10
H -15.386 -25.581 0.448 -0.3 0.0 -0.3 0.10
H -13.384 -25.126 -0.543 -0.6 0.3 0.2 0.06
H -12.642 -26.266 -1.497 0.0 -0.8 -0.1 0.07
H -12.190 -26.085 0.197 0.2 -0.4 0.3 0.09
H -17.688 -26.578 2.049 0.3 0.1 -0.3 0.04
H -17.497 -28.098 2.498 0.2 -0.3 0.5 0.04
C -18.957 -17.364 -0.057 -0.2 -0.4 0.4 -0.07
C -19.198 -17.313 -1.564 0.8 0.6 -0.2 -0.39
C -18.118 -16.322 -2.180 -1.7 -2.0 -0.6 -0.16
O -18.565 -15.967 -3.497 -0.3 0.0 0.2 -0.19
C -17.597 -15.269 -4.214 0.9 0.4 -0.2 -0.15
N -19.142 -18.681 -2.100 1.0 0.2 0.5 0.06
H -19.656 -18.058 0.410 -0.1 -0.1 0.0 0.05
H -19.081 -16.414 0.463 -0.1 0.3 -0.3 0.08
H -17.968 -17.732 0.218 0.2 -0.1 -0.3 0.07
H -20.225 -17.009 -1.767 0.1 1.1 0.1 0.13
H -17.213 -16.921 -2.282 0.4 0.1 0.1 0.11
H -17.938 -15.474 -1.518 -0.1 0.3 -0.1 0.12
H -17.494 -14.248 -3.847 0.3 0.2 0.4 0.08
H -17.751 -15.140 -5.285 -1.0 -0.5 0.0 0.08
H -16.646 -15.800 -4.183 0.4 0.1 0.3 0.08
H -19.235 -18.748 -3.103 -0.3 0.3 0.0 0.07
H -19.901 -19.179 -1.657 0.0 -0.4 -0.2 0.03
O -19.087 -18.183 3.557 0.3 0.4 0.1 -0.03
H -19.883 -18.289 3.037 -0.7 -0.5 -0.3 0.01
H -19.011 -17.238 3.690 0.2 0.2 0.1 0.05
O -13.276 -23.700 2.414 -0.5 -0.4 0.6 -0.05
H -12.481 -23.427 1.957 1.0 0.0 -0.4 -0.02
H -13.952 -23.705 1.736 -0.4 0.3 -0.1 0.01
O -18.492 -21.798 6.986 -0.3 0.5 0.2 -0.03
H -18.086 -21.145 7.557 0.2 0.0 0.3 0.06
H -18.569 -21.361 6.138 -0.2 0.0 -0.6 0.01
O -22.109 -20.320 -2.516 -0.4 0.3 -0.9 -0.07
H -22.929 -20.814 -2.490 -0.2 0.0 -0.1 0.01
H -21.722 -20.450 -1.650 0.8 -0.2 0.6 -0.04
O -18.211 -20.618 4.289 0.1 -0.3 0.5 -0.04
H -18.412 -20.948 3.413 0.0 -0.4 -0.3 0.02
H -18.507 -19.708 4.276 -0.1 0.5 0.0 0.00
O -18.791 -24.574 5.108 -0.3 0.0 -0.3 -0.02
H -18.733 -24.222 4.220 -0.1 0.1 0.0 -0.01
H -19.728 -24.574 5.305 -0.4 -0.1 0.3 0.02
O -18.695 -29.326 3.460 1.1 -1.2 0.0 -0.07
H -19.138 -30.118 3.158 -0.1 -0.2 0.0 0.02
H -19.315 -28.620 3.280 -1.1 1.1 0.3 -0.03
O -15.691 -23.164 7.499 0.5 0.3 0.7 -0.05
H -15.458 -22.487 8.134 0.1 0.2 0.2 0.02
H -15.797 -22.692 6.673 -0.2 -0.3 -0.4 -0.02
O -15.241 -26.084 4.112 1.0 0.1 0.0 -0.06
H -15.871 -26.408 3.468 -0.9 -0.7 -0.5 -0.02
H -14.474 -25.837 3.596 0.3 0.3 0.2 0.01
O -13.736 -23.714 5.283 1.0 0.1 0.4 -0.06
H -14.617 -23.407 5.065 -0.8 -0.2 0.0 -0.01
H -13.299 -23.810 4.436 -0.1 -0.1 -0.5 -0.01
O -16.412 -22.753 4.899 0.6 0.5 0.0 -0.04
H -16.695 -23.253 4.134 0.1 -0.2 0.2 0.00
H -17.046 -22.040 4.969 -0.1 0.3 0.0 0.01
O -18.071 -24.191 8.109 -0.3 -0.5 1.1 -0.07
H -18.318 -23.420 7.599 0.1 0.2 -0.4 -0.04
H -18.897 -24.519 8.464 -0.3 -0.2 0.0 0.03
O -16.617 -25.463 6.267 0.5 -0.8 0.5 -0.09
H -17.405 -25.146 5.826 -0.3 0.1 0.3 -0.05
H -16.098 -25.866 5.572 0.2 0.1 0.0 -0.04